The following is a quantum chemistry calculation of 2 unconnected molecules or ions with the total composition C5H10O2 at a distorted geometry, from the Open Molecules 2025 dataset.

```
17
Properties=species:S:1:pos:R:3
C 1.482 -1.740 0.387
C 0.584 -0.904 -0.476
C 0.328 0.419 -0.293
O 0.967 1.072 0.780
C -0.345 1.307 -1.218
C -1.643 1.212 -1.710
H 1.617 -2.713 -0.082
H 2.470 -1.286 0.515
H 1.044 -1.945 1.376
H 0.278 -1.242 -1.456
H 0.521 1.924 0.874
H 0.232 2.231 -1.366
H -2.243 0.398 -1.343
H -2.067 2.026 -2.275
H -1.131 -0.285 1.310
H -0.675 -0.073 2.743
O -1.420 -0.400 2.234
```

Results
* Kohn-Sham gap (alpha / beta): 3.73 / 7.33 eV
* LUMO level (alpha / beta): 0.151 / 0.145 Ha
* molecular weight: 102.13 Da
* E_HOMO (alpha / beta): 0.37 / -3.39 eV
* 2S+1: 2
* charge: -1
* total energy: -9440.0880 eV